DFT (ωB97M-V/def2-TZVPD) results for C3H4OS in the gas phase in a non-equilibrium geometry.

```
9
Properties=species:S:1:pos:R:3:nbo_charge:R:1
H -1.87 -0.57 -0.60 0.23
H 1.72 -0.80 0.95 0.23
H 1.09 0.71 1.57 0.25
C -0.96 0.12 -0.92 -0.40
H -1.20 0.83 -1.80 0.23
C 1.24 0.09 0.75 -0.58
S 1.75 1.56 -0.40 1.06
O 1.48 2.86 0.31 -0.92
C 0.19 0.26 -0.30 -0.10
```

Properties
E, eV: -16054.7858
Orbital gap, eV: 9.73
ΔE to the lowest compared entry with this formula, charge and spin, kcal/mol: 76.65
Spin multiplicity: 1
Net charge: 0

---

DFT (ωB97M-V/def2-TZVPD) results for 2 unconnected molecules or ions with the total composition C35H36NO3 in a non-equilibrium geometry.

```
75
Properties=species:S:1:pos:R:3:mulliken_charge:R:1
H 1.52 2.09 4.67 0.41
H 3.81 0.67 -4.66 0.45
H 3.96 -6.17 -1.41 0.43
H 1.43 0.11 6.20 0.42
H -4.95 0.26 4.39 0.36
H 2.01 -2.52 2.83 0.33
H 3.82 -3.89 -0.40 0.50
H 1.78 -6.77 -5.28 0.35
C 3.05 0.53 -3.89 -0.94
C 1.02 1.36 -2.78 -0.57
C 1.41 -3.59 -2.81 -0.57
H 1.27 4.28 -5.29 0.26
C -2.84 1.37 1.18 0.56
C -1.73 4.96 -0.94 -0.47
C 2.06 -1.75 0.26 -0.98
O 2.06 2.54 -4.64 -0.45
C 2.25 -3.22 -1.74 -0.30
C 1.90 -1.52 3.24 -0.48
C -3.03 0.59 3.48 -0.29
H 1.86 1.75 2.23 0.37
C 1.43 -4.86 -3.33 -0.40
H -3.54 0.17 5.54 0.34
C 1.63 -7.43 -4.41 -0.83
H -0.61 2.81 1.47 0.60
C 1.71 -1.33 4.60 -0.71
C 3.05 -0.56 -3.05 -0.11
H 1.68 -2.19 5.27 0.41
C -3.29 3.14 -0.61 -0.05
O -4.10 2.05 5.11 -0.38
H 0.21 2.09 -2.68 0.48
H 0.74 -5.14 -4.13 0.40
O 2.49 -7.06 -3.31 -0.43
H -4.72 3.87 4.52 0.35
H 3.84 -1.31 -3.14 0.51
H -3.04 -0.43 3.07 0.37
C 2.02 1.50 -3.77 0.95
C 3.24 -5.44 -1.77 -0.79
H -4.21 2.61 -0.86 0.46
C 1.03 3.55 -4.52 -0.79
H 2.06 -2.69 0.83 0.61
H 0.04 3.13 -4.69 0.34
C 2.13 -1.88 -1.15 0.18
H -2.92 -0.79 1.14 0.32
H 1.06 4.03 -3.52 0.34
H -2.20 0.10 -0.35 0.37
C 2.07 -0.71 -2.03 -0.07
C -2.60 0.13 0.66 -1.48
C 2.37 -5.80 -2.83 0.96
C 3.16 -4.18 -1.22 -0.46
C 1.81 0.90 2.91 -0.30
H -3.59 4.73 -2.04 0.42
C 1.92 -0.40 2.36 0.68
H 0.57 -7.40 -4.12 0.35
N -3.42 1.53 2.42 0.10
H 0.69 -2.86 -3.20 0.45
H -2.00 0.82 3.84 0.13
H 0.32 0.18 -1.13 0.95
H 1.92 -8.45 -4.65 0.24
C -3.74 2.90 2.87 -0.40
C -2.48 2.62 0.41 -0.25
C 1.62 1.08 4.28 -0.68
C -0.89 4.43 0.04 -0.73
C -3.97 0.69 4.67 -0.78
H -4.23 3.45 2.06 0.41
H 0.05 4.92 0.31 0.40
C 1.08 0.28 -1.90 -0.84
H -1.45 5.89 -1.45 0.44
C 2.03 -0.54 0.93 0.11
C -2.93 4.31 -1.27 -0.66
H -2.81 3.44 3.14 0.27
C 1.57 -0.03 5.13 -0.44
C -4.66 2.87 4.08 -0.76
C -1.26 3.26 0.71 0.03
H 2.14 0.38 0.36 0.59
H -5.65 2.51 3.76 0.36
```

Properties
E, eV: -44503.3713
Orbital gap, eV: 4.87
ΔE to the lowest compared entry with this formula, charge and spin, kcal/mol: 3.05
Spin multiplicity: 1
Net charge: +1